A cluster of 12 separate species, C20H36Cl24N2O in total in a non-equilibrium geometry. Source: the OMol25 dataset; level of theory: ωB97M-V/def2-TZVPD.

The calculation puts the LUMO energy at 0.17 eV. Its HOMO energy is -9.02 eV. The value obtained for the electronic energy is -12012.897923 a.u. Its largest force on an atom is 3.32 eV/A.

Atoms and positions in Å:
C  -2.1042  0.9729  0.1985
C  -2.1711  1.8080  -1.1714
N  -0.8421  2.0526  -1.7983
C  -0.1105  0.8130  -2.1298
C  -0.8585  -0.4558  -2.7335
O  -2.0204  -0.6515  -3.1048
N  0.2526  -1.4426  -2.8196
C  1.4913  -0.9903  -2.0580
C  0.8435  0.1174  -1.0587
C  1.8115  0.9913  -0.1608
Cl  1.9683  2.7866  -0.3316
C  2.6146  0.3948  0.8445
C  3.5754  1.2653  1.7929
Cl  2.6109  -1.4007  1.1976
H  -1.2049  1.3463  0.7990
H  -2.1251  -0.1503  0.0578
H  -3.0221  1.2947  0.8061
H  -2.5730  2.8420  -0.8724
H  -2.9599  1.4005  -1.9019
H  -1.0113  2.5633  -2.6798
H  0.5965  1.1351  -2.9810
H  -0.1109  -2.2155  -2.2425
H  1.9615  -1.9079  -1.5967
H  2.0838  -0.4622  -2.8851
H  0.1517  -0.4624  -0.3619
H  4.1570  2.0497  1.2135
H  2.8832  1.7281  2.5912
H  4.3090  0.5978  2.3605
C  3.0605  -1.9064  -5.9566
Cl  2.7796  -0.1718  -5.7701
Cl  4.2454  -2.4834  -4.7840
H  2.1218  -2.4351  -5.8025
H  3.4329  -2.0999  -6.9605
C  -4.7002  -0.9629  -4.8444
Cl  -3.8508  0.2632  -5.7920
Cl  -6.0374  -1.6688  -5.7619
H  -3.9987  -1.7504  -4.5779
H  -5.0958  -0.5002  -3.9424
C  1.8541  0.0640  5.0000
Cl  0.9874  1.0090  3.7818
Cl  3.5896  0.0428  4.6787
H  1.6840  0.5062  5.9791
H  1.4772  -0.9569  4.9854
C  -7.0411  2.6754  -5.6652
Cl  -6.5342  4.2899  -6.1771
Cl  -7.3797  2.6301  -3.9306
H  -7.9426  2.3992  -6.2085
H  -6.2451  1.9685  -5.8864
C  5.0177  -3.2637  -0.5667
Cl  5.3258  -4.8662  0.1141
Cl  6.5247  -2.4548  -1.0084
H  4.4000  -3.3707  -1.4568
H  4.4970  -2.6592  0.1699
C  1.1449  4.5083  5.4739
Cl  1.7622  3.0805  6.3142
Cl  1.8228  4.6358  3.8450
H  0.0645  4.4352  5.4009
H  1.4177  5.3966  6.0404
C  -2.5145  2.8059  6.5257
Cl  -1.6100  4.0677  7.3705
Cl  -1.4789  1.4379  6.0892
H  -3.3077  2.4500  7.1799
H  -2.9457  3.2258  5.6189
C  -10.1037  3.3908  -1.4382
Cl  -11.0502  2.3172  -2.4752
Cl  -8.7082  2.5517  -0.7503
H  -9.7518  4.2337  -2.0300
H  -10.7362  3.7468  -0.6276
C  -0.4755  5.4404  -0.5925
Cl  0.3986  6.9618  -0.8099
Cl  -2.0132  5.4577  -1.4655
H  0.1371  4.6234  -0.9702
H  -0.6723  5.2943  0.4679
C  6.5037  -5.6959  3.4587
Cl  5.0625  -4.9390  4.1492
Cl  6.8950  -7.2041  4.2912
H  6.3215  -5.9104  2.4067
H  7.3433  -5.0104  3.5550
C  4.7608  -10.4406  2.8109
Cl  5.4098  -10.4547  4.4549
Cl  4.9736  -8.8601  2.0473
H  5.2820  -11.1907  2.2196
H  3.6986  -10.6733  2.8491